(1)
A structure of composition C37H30CaCl3N6O3SSbSe4 at a distorted geometry. Source: the OMol25 dataset; level of theory: ωB97M-V/def2-TZVPD.

XYZ file:
```
86
C37H30CaCl3N6O3SSbSe4 | the OMol25 dataset | ωB97M-V/def2-TZVPD
C 2.7401 2.3751 -6.2516
C -3.1303 -5.2071 3.8172
H 3.6725 0.9487 5.6979
Se 0.5764 -1.6904 -2.0674
C -1.5705 2.4135 3.4986
Cl -3.9158 -3.9721 -4.8439
H -4.6799 1.1571 1.2482
Sb 2.9049 -1.3873 -2.7861
H 3.9561 3.0199 1.4070
H 1.0222 2.1768 -2.8053
H -1.7220 0.1478 -6.1093
Cl -1.0414 -3.6715 -4.9483
S 0.7273 -1.4255 2.5795
C 2.4111 -0.1127 4.3253
Ca -0.1808 -0.3611 0.2244
H -1.8039 2.0428 4.4895
H -1.2080 2.3783 -5.5529
H -0.5100 -3.4568 0.3368
H 2.2784 5.3741 4.5730
H -4.5093 0.3036 -2.9559
C -2.6700 0.7238 -1.9468
C 1.9865 2.4845 2.0403
C 2.1996 4.5654 3.8550
H 3.2159 2.4337 -7.2251
N -2.5584 -2.4962 -1.8575
N -1.2829 1.9005 -3.5140
H 3.4366 2.7001 -2.9565
C 3.4204 -0.7821 2.2579
H 0.2503 3.9872 4.5302
H -2.6371 -6.9947 4.6358
C 2.2891 -0.7405 3.0770
C -4.7801 0.6442 -0.8489
C -2.7616 1.1171 0.3082
C -1.2828 -3.3147 1.0827
C -4.1343 0.9871 0.3274
H 5.4774 -0.2534 2.0044
N -2.0197 0.9563 -0.8019
C -2.6358 -4.1496 2.8579
Se 3.5699 -3.4305 -4.1120
H 3.3572 -1.2615 1.2945
C -2.4958 -3.1983 -2.7664
C -1.1262 0.2252 -5.2046
H 4.5412 2.8167 -5.1627
C 4.7226 0.4209 3.8996
H -5.8550 0.5054 -0.8648
C 0.9267 2.7450 2.9051
H 1.9405 1.6504 1.3555
O -4.1736 -5.0544 4.4230
C 3.4822 2.5986 -5.0980
C 0.7605 1.9983 -4.9173
C -1.8962 0.8405 -3.2150
H 1.5456 -0.0794 4.9795
H 5.6575 0.8755 4.2088
O -2.6112 1.9362 2.5851
H -1.1375 -5.3049 1.8016
C -1.6451 -4.3564 1.9158
H -0.2735 -0.4506 -5.2594
C 1.5096 2.2173 -3.7672
C 4.6198 -0.2076 2.6648
C -2.4037 -4.1001 -3.9335
N -1.8487 -2.1048 1.1378
C -1.9700 1.4840 1.5086
O -1.9784 -0.1753 -4.0914
N -0.7003 1.4115 1.5421
C 2.8627 2.5262 -3.8586
H -1.4197 -6.3625 3.5901
C -4.0419 0.5256 -2.0047
H -3.2621 -0.9374 2.1028
C 1.3844 2.0853 -6.1594
C 3.2438 4.3048 2.9814
Se 3.0040 -1.4089 -5.3124
Cl -2.2030 -5.7467 -3.3316
C -0.7203 1.6886 -4.8635
Se 4.6624 -0.2440 -1.6566
C -0.2783 1.8375 2.9114
C 3.1369 3.2544 2.0769
N -2.3494 -6.3099 3.9606
H -1.5978 3.5005 3.4895
H -4.0211 -2.7251 3.6413
C 1.0477 3.7856 3.8195
H 4.1420 4.9109 3.0095
C -3.2377 -2.9050 2.9181
C 3.6100 0.4640 4.7290
C -2.8103 -1.9187 2.0557
H -0.0045 0.9243 3.4341
H 0.8038 1.9269 -7.0655
```

Values from the calculation:
Frontier orbital gap   6.065 eV
LUMO   -0.99 eV
HOMO   -7.051 eV
Energy above the lowest of the compared OMol25 structures with the same formula, charge and spin   1.5545 eV
Calculated total energy   -388707.30493 eV

---

(2)
A structure of composition C47H45MnN9O2S. Source: the OMol25 dataset; level of theory: ωB97M-V/def2-TZVPD.

XYZ file:
```
105
C47H45MnN9O2S | the OMol25 dataset | ωB97M-V/def2-TZVPD
C -1.2696 3.1471 2.7024
H -0.4418 0.2958 -3.0873
N 1.6931 -3.4156 -2.4056
H -0.1201 -7.8469 -0.3868
H 4.6452 -1.4465 -2.1179
C 0.9795 -1.7255 1.9221
C -3.8768 4.1530 0.9719
N 5.7643 -0.8628 -4.3341
C 3.2365 1.4787 -3.0213
N -1.2430 -1.2271 1.2307
H -0.3356 2.4853 4.5843
N -0.8495 1.3326 -1.2907
H -5.0781 -3.2885 2.5878
C -4.7026 5.2590 1.0729
H -2.8300 -3.9035 3.5159
C -0.5076 2.3627 3.5296
C -0.5083 -1.9551 2.0332
H 1.5350 -1.7689 -3.6444
H 9.0999 -1.4731 -7.4777
H 1.2246 -6.1272 -1.6614
H 0.7952 -5.4333 -5.7417
C 8.3924 -0.8521 -6.9460
H -1.5506 -5.1446 -0.2294
C 3.9570 -0.6144 -2.1321
C 1.8525 -2.8066 -3.7247
C 5.1865 0.2769 -4.0625
C 1.2278 -6.2059 -0.5679
C -4.2841 6.4793 0.5490
H -5.3268 -0.2013 -0.3721
C -3.0453 6.5919 -0.0765
C -1.0273 -2.9481 2.8882
H -5.6666 5.1832 1.5555
H 1.4788 2.2608 -2.0719
C -2.3774 -3.1553 2.8775
H 5.4042 2.2854 -4.7342
C 2.8996 -0.5565 -1.2526
C 1.3817 -5.0159 -4.9215
H -1.2650 5.5600 -0.6660
C -4.6052 -2.5457 1.9588
C -1.1753 2.5913 1.3969
H 2.6281 -4.5839 -0.1613
C 1.5911 -4.8584 0.0542
C 1.0528 -3.5303 -4.8000
H -0.0481 -3.5180 0.2397
N -0.3483 1.4687 1.4486
H -0.0118 -3.4006 -4.5907
H -1.2665 -5.9799 -1.7493
H 3.3074 2.3109 -3.7073
C -3.3697 -0.6193 0.3352
H -2.8773 0.1148 -0.2930
H 2.7491 -1.3229 -0.5070
S -0.3536 -1.8153 -1.7661
C 0.0391 1.3506 2.7171
C -2.1502 2.9517 -2.2344
H 2.0313 -6.9008 -0.3143
C -1.7217 2.1021 -3.2405
H 2.2208 -4.2605 -2.2396
C 2.8593 -5.2981 -5.1561
H -1.9534 2.1528 -4.2899
H 8.9944 0.9197 -8.0037
H -6.4177 -1.8962 1.0641
H 3.0250 -6.3468 -5.3979
O 1.3139 -0.7424 1.1202
C -0.1045 -6.7927 -0.1036
C 4.1212 0.4057 -3.0663
C -3.2009 -2.3843 2.0253
C 8.3326 0.5204 -7.2474
H -2.7900 3.8118 -2.3298
N 0.7270 -3.7611 -0.3543
H 1.5230 -4.9124 1.1422
H 1.2519 -3.0297 -5.7517
C -5.1368 7.6294 0.6543
H -2.2314 -6.7378 -0.4887
H 3.2473 -4.7011 -5.9827
C 7.5755 -1.4149 -5.9917
C -1.5958 2.4831 -1.0302
C -2.5856 -1.4111 1.2050
N 2.0025 0.4420 -1.2573
C -5.3452 -1.7711 1.1140
C -1.7648 3.0600 0.2391
H -2.7295 7.5460 -0.4738
H -4.1927 3.2015 1.3788
H 7.4154 2.4230 -6.8408
C -0.9362 1.1330 -2.6241
N -5.8199 8.5480 0.7373
H -0.3502 -3.5043 3.5193
H -0.1362 -6.7795 0.9902
H 1.0390 -5.5425 -4.0242
Mn 0.1933 0.2135 -0.0266
C 6.6805 -0.5724 -5.3284
C 7.4555 1.3686 -6.6058
C -1.3517 -6.1216 -0.6701
C 2.1999 1.4557 -2.1058
H 2.9216 -2.8109 -3.9484
H -1.8304 4.0284 2.9626
H 7.6199 -2.4675 -5.7517
C 6.6308 0.7926 -5.6436
H 3.4726 -5.0704 -4.2816
C 0.7792 -3.0779 -1.4952
C -4.7214 -0.8006 0.2947
H 0.7192 0.5724 3.0246
C -2.6405 4.2577 0.3414
N 5.6524 1.3165 -4.8221
O 1.7758 -2.4246 2.5053
C -2.2294 5.4795 -0.1828
```

Values from the calculation:
Frontier orbital gap (spin up / spin down)   6.728 / 6.782 eV
2S+1   5
LUMO (spin up / spin down)   -3.74 / -3.66 eV
HOMO (spin up / spin down)   -10.467 / -10.443 eV
Energy above the lowest of the compared OMol25 structures with the same formula, charge and spin   0.0000 eV
Total charge   +1
Calculated total energy   -109130.24273 eV

---

(3)
A cluster of 3 separate species, C32H39BrF3I2NO14S3 in total at a distorted geometry. Source: the OMol25 dataset; level of theory: ωB97M-V/def2-TZVPD.

XYZ file:
```
95
C32H39BrF3I2NO14S3 | the OMol25 dataset | ωB97M-V/def2-TZVPD
C 0.9254 0.5136 -2.2242
C -0.2660 0.2977 -3.3284
H -2.3935 -5.5020 1.3500
C -1.7370 2.2388 -4.5669
H -9.4254 -0.8033 -3.3275
O 7.4996 -1.1996 -0.8251
H 8.3846 -4.1517 -3.6944
H -2.5118 -3.8029 -2.2967
O -3.8560 -4.5417 2.6009
H -0.4304 0.6605 -5.5775
H 2.3093 4.9437 -0.8528
C 2.3024 1.2516 0.5757
C -1.1556 -1.9285 -1.7096
H 1.5234 7.0276 7.8508
H 2.0156 5.9831 3.2848
H -4.9672 -3.1933 -2.8839
H -1.6844 -4.4934 2.7795
S 4.5808 5.5826 8.3958
H -2.5924 -6.1620 3.2009
I 4.0695 -0.8853 -0.5371
O -2.1323 2.8072 -3.4246
O 5.6719 6.5134 8.5678
H -8.5325 -1.9828 -2.1493
C -2.5657 -5.2400 2.4792
C -7.6803 -1.8378 -4.3729
H -5.4448 -1.4220 -3.3352
H -4.2066 -1.8476 -1.3458
H 1.0900 -2.1489 1.4920
C -4.3285 -3.4967 0.3633
C -2.5481 -1.1058 -4.1548
H 1.7370 5.8488 10.2684
C -8.3477 -1.2072 -3.0134
O 3.7307 5.5168 9.7854
H 2.7318 7.2993 9.9601
H -4.4210 -3.5241 -5.5922
H -0.6588 -2.8515 1.3345
C 0.9116 -4.0616 0.2002
O 7.1909 -2.8101 -2.7041
C -3.8055 -3.2466 1.8973
C 0.0716 -1.6920 -0.6077
O 1.5865 6.8251 1.2618
H 2.3208 0.5920 2.9292
H 9.5738 -4.8490 -1.6738
H -2.3252 -0.5417 -5.1831
C 2.5283 6.2713 9.6434
C -4.3127 -2.5209 -4.9866
H -4.5732 -2.5274 2.4570
H 8.2257 -4.3229 -0.6281
C 2.3379 1.5107 2.2023
H -3.4813 -0.5192 -3.6957
C 2.3271 5.9044 2.1380
H -1.7727 -3.9114 -0.5671
F -0.5546 7.8703 1.2756
C 0.1457 6.5326 1.2261
H 0.8527 -4.3691 -0.9473
O 9.3057 -2.7971 -1.4650
O 1.5270 -4.9455 1.0137
C 2.3639 3.1026 2.6988
C 2.3221 4.0815 -0.0540
F -0.3717 5.7652 2.3816
O -6.7646 -2.9673 -4.1544
C -2.2049 -3.1476 -1.3756
C -3.5101 -2.4373 -0.6134
C -1.3380 -0.9559 -3.0567
H -7.7614 -0.2372 -2.6381
C 2.1827 6.2122 8.1578
H 1.7208 5.2537 7.8985
H 7.0847 -4.8855 -2.7143
I 2.4165 3.3958 4.8921
H -5.4671 -3.1427 0.3238
H -2.7586 -2.7269 1.9821
C 8.7723 -4.1163 -1.5543
C 0.3177 -2.6017 0.7339
O -2.8946 -2.4884 -4.5178
C 7.8287 -4.0853 -2.7536
H -8.5627 -2.2303 -5.0399
O 3.4344 6.2948 7.4800
H -4.4674 -1.5613 -5.6486
O 4.7663 4.2310 7.9162
C 2.3501 4.3435 1.5969
C 2.2928 2.5109 -0.5251
O 8.7754 -0.9010 -3.0016
F -0.2357 5.9530 -0.1077
H -3.0256 -1.6242 0.1098
C -5.4130 -2.5301 -3.7709
S 2.1998 1.9338 -2.3451
N 2.2402 -0.2016 0.1213
H -4.2672 -4.6140 0.0008
H -7.0514 -0.9793 -4.8790
Br -2.7648 2.3797 -6.3212
C -0.3453 1.3332 -4.5959
S 8.1814 -1.7348 -1.9826
H 3.4637 6.2678 2.1123
H 0.5988 2.0102 -4.7486
C 1.1253 -0.4488 -0.8703
```

Values from the calculation:
Frontier orbital gap   7.308 eV
LUMO   -0.93 eV
HOMO   -8.240 eV
Calculated total energy   -190843.86254 eV